C21H32N4ORbS5Se | ωB97M-V/def2-TZVPD

Geometry as XYZ:
```
65
Properties=species:S:1:pos:R:3
Rb 0.532 0.120 0.433
Se 3.728 -2.881 0.925
S 1.762 0.101 -2.644
S -0.877 2.202 -2.348
S -0.788 -2.158 -2.142
S -2.786 0.030 -0.455
S -1.610 1.712 2.759
O -0.583 1.921 1.672
N 2.965 -1.321 0.607
N 4.626 -2.343 2.344
N 3.026 0.831 1.572
N -1.173 -1.954 2.416
C 4.868 -0.213 3.511
C -0.748 -3.250 2.017
C 3.417 -0.490 1.538
C -0.303 1.548 -3.938
C 1.196 1.262 -3.909
C 3.546 1.551 2.520
C 1.593 -1.506 -3.448
C 0.844 -5.051 2.165
C -2.393 -1.582 -2.753
C -2.239 3.324 3.179
C 0.177 -2.031 -3.676
C 4.473 1.078 3.512
C 0.385 -3.815 2.594
C 0.200 -5.727 1.137
C 4.337 -1.062 2.491
C -3.349 -1.237 -1.616
C -2.668 1.980 -2.529
C -1.400 -3.932 0.996
C -0.922 -5.156 0.552
C -0.684 1.442 4.260
C -3.341 1.570 -1.222
H 4.844 1.773 4.253
H -2.845 -2.358 -3.374
H 5.562 -0.610 4.240
H -1.374 1.302 5.092
H -1.110 -1.839 3.419
H -0.515 2.267 -4.730
H 0.563 -6.689 0.803
H 1.715 -5.488 2.637
H -2.846 1.231 -3.300
H -1.434 -5.666 -0.254
H -0.860 0.636 -4.152
H -0.099 0.536 4.107
H -0.024 2.291 4.434
H -2.219 -0.709 -3.379
H 1.524 0.902 -4.886
H 2.128 -1.482 -4.399
H -2.876 3.655 2.362
H -4.313 -0.928 -2.025
H -0.363 -1.378 -4.361
H -3.542 -2.123 -1.009
H 0.905 -3.286 3.385
H -2.287 -3.499 0.546
H -3.121 2.909 -2.877
H 0.236 -3.012 -4.148
H 1.747 2.184 -3.715
H -2.118 -1.746 2.115
H -3.158 2.325 -0.454
H -4.422 1.521 -1.366
H -2.820 3.262 4.099
H 3.244 2.593 2.547
H -1.385 3.993 3.292
H 2.147 -2.185 -2.797
```

Calculated values
- Highest occupied orbital energy: -10.67 eV
- Spin multiplicity: 1
- Calculated total energy: -150477.383 eV
- Total charge: +1
- E_LUMO: -0.1276 Eh